{
  "formula": "C7H14PSW",
  "method": "ωB97M-V/def2-TZVPD",
  "species": ["C", "C", "C", "C", "C", "W", "P", "H", "H", "H", "H", "H", "H", "H", "H", "C", "S", "C", "H", "H", "H", "H", "H", "H"],
  "positions_angstrom": [[0.86281, 0.42589, -1.72133], [0.01634, 0.14982, -2.82687], [-0.49231, -1.14437, -3.10278], [-0.47010, -2.13611, -2.11927], [-0.01912, -1.85228, -0.83523], [-0.78231, 0.00490, -0.75553], [-0.40449, 2.35138, -0.01569], [1.70278, 1.09934, -1.74027], [-0.22612, 0.93858, -3.54769], [-0.93617, -1.34945, -4.08234], [0.15484, -2.61942, -0.09143], [-0.86455, -3.12967, -2.35883], [-1.36321, 2.77899, 0.96276], [-0.53719, 3.46099, -0.91707], [0.79462, 2.76188, 0.65772], [-1.09265, -0.34948, 2.88790], [-0.01687, -0.35970, 1.43211], [1.65414, -0.02291, 2.06904], [-2.11881, -0.55162, 2.55551], [-1.01588, 0.62229, 3.38793], [-0.77157, -1.15545, 3.55743], [1.61054, 0.85686, 2.72307], [1.95306, -0.91462, 2.63806], [2.36222, 0.13415, 1.24280]],
  "nbo_charge": [-0.248, -0.421, -0.156, -0.278, -0.444, 0.666, 0.160, 0.224, 0.254, 0.258, 0.231, 0.249, 0.046, 0.056, 0.038, -0.723, 0.325, -0.717, 0.256, 0.233, 0.248, 0.235, 0.252, 0.256],
  "e_lumo_ev": [-3.81, -4.44],
  "total_charge": 1,
  "multiplicity": 3,
  "homo_ev": [-10.2, -11.8],
  "mol_weight_g_mol": 345.070,
  "s_squared": 2.044,
  "energy_ev": -29422.660
}

=====

{
  "formula": "C7H14S",
  "method": "ωB97M-V/def2-TZVPD",
  "species": ["C", "S", "C", "C", "C", "C", "C", "C", "H", "H", "H", "H", "H", "H", "H", "H", "H", "H", "H", "H", "H", "H"],
  "positions_angstrom": [[-3.04962, 0.71727, -0.11218], [-1.12153, 0.44266, 0.36893], [-0.29737, 1.79775, -0.10130], [1.11139, 1.77014, 0.36836], [1.85670, 0.70187, -0.48150], [1.49543, -0.78429, -0.15049], [0.03363, -0.94853, -0.30548], [-0.47084, -2.31447, 0.10375], [-3.55667, -0.20706, 0.19536], [-3.13968, 1.00092, -1.10079], [-1.19769, 0.15552, 1.83634], [-0.80415, 2.64253, 0.28566], [1.56742, 2.80232, 0.00857], [1.16421, 1.58863, 1.37870], [1.72225, 0.87913, -1.61000], [3.04775, 0.80802, -0.40381], [2.11680, -1.45520, -0.77360], [1.67950, -0.94796, 0.92608], [-0.39347, -0.79428, -1.23647], [0.27058, -2.59718, 0.85761], [-0.46781, -3.01967, -0.71721], [-1.56684, -2.23812, 0.66345]],
  "nbo_charge": [-0.733, 0.942, -0.744, -0.435, -0.385, -0.439, -0.316, -0.618, 0.171, 0.174, 0.022, 0.225, 0.227, 0.186, 0.215, 0.200, 0.236, 0.201, 0.217, 0.207, 0.229, 0.216],
  "de_lowest_kcal_mol": 171.79,
  "smiles": "C=[S@@H]1=CCCC[C@H]1C",
  "e_lumo_ev": 0.55,
  "homo_ev": -7.5,
  "mol_weight_g_mol": 130.256,
  "energy_ev": -18313.879
}

=====

{
  "formula": "C7H14S4",
  "method": "ωB97M-V/def2-TZVPD",
  "species": ["C", "C", "C", "C", "C", "C", "C", "S", "S", "S", "S", "H", "H", "H", "H", "H", "H", "H", "H", "H", "H", "H", "H", "H", "H"],
  "positions_angstrom": [[2.28328, -0.97189, -2.00903], [0.96496, -0.86934, -2.20775], [-0.50546, 0.11416, 3.26709], [-1.22777, 0.29536, 1.96835], [-0.20723, 0.29324, 0.70819], [0.29399, 0.35497, -2.01223], [-0.98159, 0.12277, -0.54741], [1.34445, 1.81313, -1.80704], [-0.88966, 0.78859, -3.35898], [-1.58198, -1.52997, -0.96757], [-2.33068, 1.31809, -0.72189], [2.70747, -1.94032, -2.24215], [3.01715, -0.18675, -1.89269], [0.41188, -1.56050, -2.78202], [0.27986, 0.86790, 3.55491], [0.06005, -0.85018, 3.19707], [-1.14960, -0.00297, 4.19709], [-2.01418, -0.41266, 1.74754], [-1.72388, 1.32766, 1.74688], [0.32400, 1.24285, 0.62887], [0.43917, -0.49481, 0.83167], [2.49333, 1.23934, -2.15613], [-1.63571, 1.62217, -2.59111], [-0.93558, -2.24019, -0.14390], [-3.16880, 0.45247, -1.58305]],
  "nbo_charge": [-0.360, -0.293, -0.626, -0.392, -0.498, -0.296, -0.210, 0.001, -0.066, 0.028, 0.031, 0.201, 0.191, 0.242, 0.217, 0.202, 0.220, 0.213, 0.205, 0.236, 0.215, 0.117, 0.132, 0.110, 0.181],
  "de_lowest_kcal_mol": 22.90,
  "e_lumo_ev": 0.37,
  "homo_ev": -8.3,
  "mol_weight_g_mol": 226.457,
  "energy_ev": -50823.210
}

=====

{
  "formula": "C7H15AsCl12F6NiO5PY",
  "method": "ωB97M-V/def2-TZVPD",
  "species": ["Y", "Ni", "C", "O", "H", "H", "H", "P", "O", "O", "O", "O", "As", "F", "F", "F", "F", "F", "F", "C", "Cl", "Cl", "H", "H", "C", "Cl", "Cl", "H", "H", "C", "Cl", "Cl", "H", "H", "C", "Cl", "Cl", "H", "H", "C", "Cl", "Cl", "H", "H", "C", "Cl", "Cl", "H", "H"],
  "positions_angstrom": [[1.86402, 3.36698, 1.40501], [-0.01573, 2.97711, -1.49507], [-1.68390, 4.37276, 0.48317], [-0.32564, 3.91481, 0.39786], [-1.99216, 4.65406, -0.52379], [-1.83961, 5.26731, 1.08620], [-2.39493, 3.61374, 0.80938], [2.55696, 3.38483, -1.58683], [1.36958, 3.60476, -2.57830], [2.84191, 4.42732, -0.47770], [3.80667, 2.45500, -1.81606], [1.72398, 2.51987, -0.63473], [-0.20031, 0.05993, 0.61482], [-0.83798, -1.30926, -0.36223], [-0.44149, 1.17347, -0.80013], [0.53824, 1.44278, 1.46889], [-0.05910, -1.04600, 2.01206], [1.48895, -0.33151, 0.08906], [-1.84399, 0.52635, 1.23605], [-4.33430, 1.31179, -3.39190], [-3.55133, 1.72328, -4.96307], [-3.07455, 1.50207, -2.16436], [-5.13731, 2.03176, -3.23404], [-4.72912, 0.29727, -3.44643], [-2.99310, -2.15307, -2.26204], [-4.59579, -2.45370, -2.89959], [-2.08551, -3.60717, -2.21923], [-2.45742, -1.38091, -2.81424], [-3.14500, -1.83422, -1.23085], [3.35227, -1.53781, -2.53813], [4.18475, -0.48394, -1.41118], [4.11459, -1.29678, -4.11727], [3.27826, -2.57706, -2.21783], [2.36017, -1.10162, -2.65459], [-1.53554, -1.82280, 4.44992], [-2.48921, -1.25895, 5.81736], [-1.36573, -3.60685, 4.60934], [-2.10974, -1.59520, 3.55181], [-0.57226, -1.31429, 4.49007], [3.29739, -0.84513, 2.88990], [3.33628, -1.90898, 4.26692], [4.85620, -0.97399, 1.98262], [2.43843, -1.19674, 2.31837], [3.18868, 0.16128, 3.29416], [0.95222, -3.71028, 0.89690], [1.45979, -4.14870, 2.50558], [1.38141, -4.97732, -0.23654], [-0.10894, -3.46839, 0.83746], [1.52886, -2.84766, 0.56302]],
  "lowdin_charge": [1.900, 0.782, -0.199, -0.475, 0.065, 0.071, 0.071, 0.107, -0.340, -0.439, -0.389, -0.537, 1.006, -0.258, -0.319, -0.343, -0.254, -0.269, -0.258, -0.955, 0.481, 0.536, 0.032, -0.011, -1.128, 0.540, 0.571, 0.019, 0.012, -1.021, 0.530, 0.500, 0.032, 0.013, -1.026, 0.498, 0.475, 0.016, 0.016, -1.034, 0.520, 0.491, -0.024, 0.005, -1.081, 0.526, 0.527, 0.020, -0.005],
  "de_lowest_kcal_mol": 0.00,
  "e_lumo_ev": [-3.34, -3.34],
  "multiplicity": 3,
  "homo_ev": [-9.1, -9.1],
  "mol_weight_g_mol": 972.111,
  "s_squared": 2.005,
  "energy_ev": -296532.308
}

=====

{
  "formula": "C7H15AuClINOP",
  "method": "ωB97M-V/def2-TZVPD",
  "species": ["C", "I", "H", "H", "H", "Au", "P", "C", "C", "H", "H", "H", "C", "H", "H", "H", "H", "H", "H", "C", "O", "Cl", "C", "C", "N", "H", "H", "H"],
  "positions_angstrom": [[-0.10862, -3.63064, -1.73296], [1.65308, -2.26945, -1.55615], [-1.08541, -3.25245, -1.36358], [0.24435, -4.52803, -1.19724], [-0.04842, -3.82569, -2.81606], [0.17848, -0.58810, 0.16817], [-0.28486, 1.40800, -1.26398], [1.25345, 1.93994, -2.07768], [-1.38134, 1.14611, -2.71681], [-1.77986, 2.75816, 0.08078], [-1.10959, 3.70345, -1.29576], [-0.10523, 3.37533, 0.14917], [-0.88126, 2.96510, -0.51075], [-2.41541, 1.03845, -2.37227], [-1.29157, 1.99708, -3.41298], [1.02771, 2.65542, -2.87607], [1.77386, 1.08478, -2.51056], [-1.09100, 0.22298, -3.23331], [1.91279, 2.41932, -1.35091], [2.23630, -0.50507, 0.47645], [3.23951, -0.14057, 0.88792], [-2.18437, -0.18936, 0.29208], [-0.00005, -1.40652, 5.50122], [0.12959, -1.06528, 4.10300], [0.22920, -0.80725, 2.97493], [-0.72419, -0.76866, 5.99809], [0.94925, -1.30586, 6.01951], [-0.33639, -2.43121, 5.63576]],
  "nbo_charge": [-0.633, 0.519, 0.275, 0.262, 0.262, 0.896, 1.079, -0.977, -0.948, 0.281, 0.282, 0.268, -0.956, 0.280, 0.276, 0.286, 0.245, 0.253, 0.263, 0.442, -0.311, -0.382, -0.751, 0.447, -0.513, 0.287, 0.284, 0.284],
  "de_lowest_kcal_mol": 0.00,
  "e_lumo_ev": [-8.37, -11.24],
  "total_charge": 2,
  "multiplicity": 3,
  "homo_ev": [-15.8, -17.4],
  "mol_weight_g_mol": 519.501,
  "s_squared": 2.014,
  "energy_ev": -44625.158
}